Density functional theory data (ωB97M-V/def2-TZVPD) for a single C4H11N2S molecule in a non-equilibrium geometry.

XYZ file:
```
18
Properties=species:S:1:pos:R:3:nbo_charge:R:1
C -0.723 0.820 0.307 -0.20
N 0.111 -0.250 0.269 -0.64
C -0.437 -1.519 0.124 -0.24
C 0.370 -2.663 -0.400 -0.62
S -0.158 -4.315 0.035 0.14
C 0.070 2.184 0.363 -0.22
N 1.131 2.407 -0.603 -0.83
H -1.195 0.807 -0.696 0.19
H -1.403 0.757 1.281 0.15
H 0.651 -0.190 1.088 0.35
H -1.277 -1.454 -0.681 0.18
H -0.994 -1.697 1.026 0.18
H 1.456 -2.519 0.000 0.25
H 0.502 -2.543 -1.614 0.24
H 0.541 2.124 1.349 0.16
H -0.764 2.948 0.509 0.19
H 0.894 3.342 -1.074 0.36
H 1.226 1.760 -1.281 0.36
```

Computed properties:
energy above the lowest of the compared OMol25 structures with the same formula, charge and spin: 44.9 kcal/mol
spin multiplicity: 2
gap between HOMO and LUMO (alpha / beta): 9.89 / 6.86 eV
lowest unoccupied orbital energy (alpha / beta): 1.1 / -2.0 eV